Record 1
# C55H42CdOP3Si

A structure of composition C55H42CdOP3Si in a non-equilibrium geometry (ωB97M-V/def2-TZVPD, the OMol25 dataset).

```
103
Properties=species:S:1:pos:R:3
Cd -0.131 0.205 -0.897
C -5.717 -2.276 -0.462
C -5.048 -1.160 0.019
C -3.625 -1.099 0.011
C -2.916 -2.246 -0.332
C -3.565 -3.445 -0.595
C -4.965 -3.402 -0.793
P -1.154 -2.111 -0.314
C -0.567 -3.528 -1.406
C -1.352 -3.865 -2.538
C -0.956 -4.868 -3.372
C 0.174 -5.647 -3.021
C 0.987 -5.328 -1.952
C 0.560 -4.325 -1.063
C -0.710 -2.727 1.355
C -1.014 -4.024 1.736
C -0.634 -4.497 2.998
C 0.195 -3.691 3.774
C 0.500 -2.407 3.399
C -0.024 -1.885 2.219
Si 0.213 -0.044 1.771
C 1.788 0.760 2.420
C 1.851 1.352 3.701
C 3.058 1.964 4.073
C 4.092 2.101 3.198
C 4.043 1.597 1.870
C 2.820 1.027 1.474
P 2.515 0.206 -0.147
C 3.477 1.069 -1.419
C 2.817 2.063 -2.097
C 3.581 2.993 -2.791
C 4.974 2.824 -2.883
C 5.640 1.843 -2.164
C 4.862 0.884 -1.472
C 3.183 -1.454 -0.138
C 3.356 -2.204 1.029
C 3.961 -3.472 0.987
C 4.457 -3.935 -0.250
C 4.243 -3.264 -1.445
C 3.596 -2.065 -1.366
C -1.176 1.070 2.349
C -1.783 0.797 3.582
C -2.636 1.712 4.138
C -2.941 2.925 3.507
C -2.299 3.246 2.316
C -1.606 2.215 1.625
P -1.487 2.197 -0.184
C -0.656 3.709 -0.671
C 0.446 4.111 0.166
C 1.172 5.255 -0.121
C 0.780 6.102 -1.187
C -0.282 5.677 -2.031
C -1.035 4.558 -1.723
C -3.130 2.348 -0.923
C -3.929 3.381 -0.473
C -5.130 3.582 -1.091
C -5.553 2.912 -2.210
C -4.633 1.975 -2.783
C -3.412 1.674 -2.102
H -6.803 -2.222 -0.527
H -5.498 -0.227 0.294
H -3.109 -0.098 0.192
H -3.020 -4.360 -0.787
H -5.423 -4.329 -1.084
H -2.366 -3.397 -2.616
H -1.562 -5.106 -4.256
H 0.535 -6.395 -3.708
H 1.904 -5.892 -1.673
H 1.082 -4.019 -0.150
H -1.572 -4.719 1.089
H -0.818 -5.499 3.368
H 0.604 -4.076 4.747
H 1.201 -1.888 4.062
H 1.075 1.205 4.458
H 3.145 2.243 5.117
H 5.008 2.522 3.631
H 4.828 1.812 1.159
H 1.739 2.039 -2.184
H 3.121 3.804 -3.319
H 5.530 3.514 -3.468
H 6.704 1.688 -2.102
H 5.277 0.070 -0.907
H 3.215 -1.659 1.957
H 4.072 -4.062 1.897
H 5.137 -4.783 -0.242
H 4.572 -3.664 -2.385
H 3.383 -1.456 -2.254
H -1.556 -0.129 4.172
H -3.135 1.530 5.118
H -3.526 3.702 4.030
H -2.422 4.210 1.842
H 0.815 3.423 0.886
H 1.986 5.566 0.556
H 1.239 7.057 -1.395
H -0.521 6.312 -2.858
H -1.859 4.258 -2.354
H -3.600 3.974 0.384
H -5.791 4.353 -0.595
H -6.580 2.984 -2.536
H -4.805 1.563 -3.756
H -2.721 0.959 -2.506
O 0.750 -1.619 -3.510
C 0.489 -0.554 -3.090
```

Output
LUMO energy (alpha / beta): -2.64 / -2.64 eV
Net charge: +1
Gap between HOMO and LUMO (alpha / beta): 5.4 / 5.4 eV
E_HOMO (alpha / beta): -8.03 / -8.03 eV
Total energy: -100064.813 eV

Record 2
# C55H42FOP2RhS

A structure of composition C55H42FOP2RhS (ωB97M-V/def2-TZVPD, the OMol25 dataset).

```
103
Properties=species:S:1:pos:R:3
Rh 0.282 -0.260 1.360
O -2.828 -0.926 1.497
S -1.857 -0.408 0.506
C -2.110 -1.282 -1.003
C -3.439 -1.494 -1.310
C -3.854 -2.063 -2.528
C -2.889 -2.417 -3.423
C -3.006 -3.035 -4.795
C -1.542 -3.308 -5.234
C -0.703 -2.885 -4.052
C 0.630 -3.027 -3.808
C 1.112 -2.621 -2.545
C 0.330 -2.013 -1.581
P 1.080 -1.885 0.056
C 0.672 -3.518 0.737
C 1.553 -4.593 0.614
C 1.157 -5.865 1.002
C -0.122 -6.080 1.494
C -1.015 -5.019 1.590
C -0.622 -3.745 1.212
C 2.868 -1.785 -0.088
C 3.508 -1.150 -1.152
C 4.885 -0.992 -1.142
C 5.630 -1.447 -0.065
C 4.999 -2.055 1.013
C 3.622 -2.222 1.006
C -1.066 -1.806 -1.834
C -1.528 -2.313 -3.059
C -2.363 1.291 0.241
C -3.635 1.529 -0.230
C -4.337 2.723 0.037
C -3.758 3.644 0.860
C -4.271 4.938 1.447
C -3.053 5.541 2.203
C -1.950 4.522 2.041
C -0.646 4.523 2.467
C 0.195 3.494 1.998
C -0.259 2.439 1.220
P 0.906 1.527 0.175
C 2.543 2.287 0.278
C 2.730 3.592 -0.185
C 3.983 4.174 -0.126
C 5.064 3.458 0.374
C 4.891 2.154 0.811
C 3.634 1.566 0.763
C 0.314 1.914 -1.498
C -0.274 3.162 -1.737
C -0.692 3.499 -3.013
C -0.539 2.599 -4.062
C 0.049 1.366 -3.833
C 0.480 1.030 -2.555
C -1.657 2.328 0.929
C -2.426 3.440 1.274
H -4.182 -1.226 -0.570
H -4.907 -2.208 -2.730
H -3.518 -2.360 -5.481
H -3.596 -3.950 -4.755
H -1.272 -2.733 -6.120
H -1.373 -4.356 -5.479
H 1.302 -3.488 -4.520
H 2.151 -2.830 -2.322
H 2.547 -4.452 0.212
H 1.852 -6.689 0.915
H -0.426 -7.074 1.794
H -2.021 -5.183 1.953
H -1.342 -2.939 1.305
H 2.946 -0.790 -2.004
H 5.374 -0.510 -1.979
H 6.706 -1.328 -0.064
H 5.579 -2.412 1.854
H 3.139 -2.703 1.847
H -4.147 0.761 -0.789
H -5.337 2.854 -0.358
H -5.103 4.738 2.123
H -4.651 5.606 0.675
H -3.269 5.727 3.255
H -2.746 6.497 1.776
H -0.240 5.326 3.069
H 1.258 3.568 2.198
H 1.903 4.159 -0.595
H 4.119 5.188 -0.477
H 6.042 3.918 0.416
H 5.732 1.590 1.191
H 3.506 0.546 1.099
H -0.419 3.872 -0.932
H -1.142 4.467 -3.190
H -0.872 2.865 -5.056
H 0.180 0.664 -4.646
H 0.945 0.071 -2.395
F -3.280 -1.389 4.889
C -2.065 -1.046 4.482
C -1.205 -2.031 4.053
C 0.056 -1.659 3.601
C 0.468 -0.307 3.611
C 1.672 0.066 2.907
C -0.462 0.662 4.064
C -1.710 0.299 4.510
H -1.520 -3.065 4.067
H 0.760 -2.423 3.299
H 2.487 -0.649 2.964
H 2.000 1.092 3.036
H -0.174 1.706 4.078
H -2.419 1.030 4.873
```

Output
Energy relative to the best compared isomer or geometry (same formula, charge and spin): 0.0 kcal per mole
LUMO energy: -6.50 eV
Net charge: +2
Gap between HOMO and LUMO: 6.5 eV
E_HOMO: -13.01 eV
Total energy: -94891.344 eV